# C40H115N5O15

15 unconnected molecules or ions with the total composition C40H115N5O15 at a distorted geometry (ωB97M-V/def2-TZVPD, OMol25).

The value obtained for the orbital gap is 9.10 eV. The spin multiplicity is 1. The calculation puts the total energy at -2994.9899 Eh. For the LUMO energy, the calculation gives 0.0 eV. The energy above the lowest of the compared OMol25 structures with the same formula, charge and spin comes out at 173.4 kcal/mol.

Last column: Löwdin charge in e.
Positions of all 175 atoms, in Å:
O  -5.0673  -1.1236  5.8949  -0.088
O  -3.9706  2.8164  -5.1842  -0.091
O  4.3176  -2.8619  -4.0227  -0.078
O  3.1215  -1.0603  9.5233  -0.082
O  3.1667  2.6193  -6.1491  -0.068
O  -9.0478  -2.4392  -3.8383  -0.217
O  -2.8532  -4.7317  3.9381  -0.064
O  -0.6048  5.5252  -6.2791  -0.084
O  0.0225  0.1414  1.9500  -0.180
O  5.1535  3.0836  0.7932  -0.166
O  1.0247  5.0643  5.1541  -0.090
O  3.8568  -5.0708  8.4943  -0.081
O  -8.3565  3.8028  -0.1527  -0.178
O  6.3919  -3.8179  2.0456  -0.201
O  -0.3604  -2.4424  -5.2914  -0.086
N  9.8468  -5.4973  2.2856  0.024
N  -9.0137  -5.6804  -2.0889  0.020
N  -0.3230  0.6062  -1.6570  0.024
N  -5.7302  5.4628  -2.1634  0.017
N  7.2256  0.8733  2.9283  0.029
C  6.1852  2.1812  1.1363  -0.208
C  -7.7900  4.5928  -1.1699  -0.180
C  0.6364  -0.7731  2.8101  -0.136
C  -0.6618  0.6899  -0.2824  -0.503
C  0.3212  -0.0415  0.5632  -0.179
C  -2.0494  0.2418  -0.1394  -0.070
C  -0.3924  6.7104  -5.5390  -0.325
C  -5.2490  2.7147  -7.2176  -0.075
C  -0.8449  -1.3162  -7.3538  -0.082
C  -9.0713  -3.8423  -3.8146  -0.191
C  -2.2042  -5.8534  1.8192  -0.078
C  5.1890  3.0229  -7.4417  -0.073
C  8.5988  -4.5474  4.0249  -0.069
C  5.3349  -4.7839  2.0251  -0.102
C  -4.8249  1.1834  5.2902  -0.099
C  -7.6588  -3.7295  -1.6396  -0.073
C  -5.5965  -0.0881  5.0599  -0.322
C  4.7435  -1.7731  -3.2075  -0.310
C  -6.2059  4.7006  -1.0966  -0.460
C  -7.9325  2.4291  -0.2404  -0.100
C  5.1637  -0.0401  8.9147  -0.116
C  0.6690  5.6537  2.7975  -0.066
C  8.4204  -5.2433  2.6583  -0.398
C  6.7136  3.1087  3.4841  -0.079
C  0.7495  7.5522  -6.1479  -0.081
C  -8.9028  -4.2491  -2.3028  -0.440
C  6.2697  -1.8015  -3.3692  -0.098
C  5.1943  3.3731  -0.5760  -0.128
C  1.8933  -5.5015  7.2722  -0.095
C  7.6844  -4.3488  1.6356  -0.194
C  3.3529  -5.3013  7.1988  -0.354
C  -8.8789  -1.8223  -5.1099  -0.089
C  3.8751  2.2297  -7.2564  -0.366
C  6.2667  1.9512  2.6716  -0.450
C  -5.6434  5.3342  0.1772  -0.068
C  -2.9021  -4.6777  2.5612  -0.345
C  0.5184  4.5343  3.9482  -0.305
C  -4.8969  2.0388  -5.8663  -0.331
C  3.6873  -0.0489  8.6438  -0.304
C  -1.1966  -2.4871  -6.4077  -0.326
H  -4.5596  5.2825  0.2811  0.082
H  -9.7294  -3.8170  -1.7388  0.128
H  5.2731  1.5996  2.9496  0.132
H  -0.9660  1.1501  -2.2145  0.075
H  8.2682  -3.4603  1.3950  0.118
H  -1.3382  7.2521  -5.5276  0.103
H  1.5111  -6.0199  6.3928  0.074
H  -6.0393  6.3413  0.3080  0.078
H  -3.7719  0.9887  5.0865  0.070
H  -2.3814  -3.7580  2.2946  0.098
H  0.2612  5.3174  1.8443  0.056
H  10.2931  -4.5915  2.2647  0.058
H  -0.6124  1.7726  -0.1663  0.143
H  3.5878  -0.2377  7.5749  0.105
H  0.1599  6.5641  3.1138  0.065
H  -6.6540  0.1326  5.2050  0.104
H  5.9271  1.2002  0.7374  0.118
H  -2.2612  -0.7930  -0.4087  0.089
H  4.3534  -4.4242  2.3339  0.084
H  4.8450  4.0339  -7.2237  0.066
H  7.8788  -6.1890  2.6741  0.126
H  0.9034  8.5004  -5.6327  0.069
H  -9.9733  -5.9807  -2.1841  0.067
H  -5.1534  -0.9121  6.8273  0.077
H  -5.0883  2.0028  4.6214  0.074
H  3.6408  -1.8015  9.2031  0.059
H  6.1339  4.0169  3.3193  0.077
H  5.6037  -5.6012  2.6943  0.075
H  5.4765  3.0168  -8.4930  0.068
H  -7.8590  -2.0293  -5.4338  0.080
H  -5.8029  2.0333  -5.2603  0.100
H  -8.9155  -0.7487  -4.9248  0.088
H  6.9360  -0.0030  2.5180  0.064
H  9.9405  -5.7164  1.3041  0.059
H  -0.5213  -1.6137  -4.8343  0.079
H  0.4282  -0.3848  3.8071  0.088
H  6.1911  3.5745  -0.9682  0.088
H  5.3737  0.1383  9.9693  0.077
H  7.6547  -4.7754  0.6330  0.116
H  0.2236  -1.1255  -7.4534  0.071
H  4.5392  -1.8713  -2.1413  0.098
H  0.5555  7.7717  -7.1978  0.072
H  4.3540  -0.8103  -3.5381  0.107
H  -7.5941  -2.6646  -1.8630  0.073
H  -9.5475  -2.2696  -5.8455  0.087
H  -2.0427  -5.7043  0.7516  0.068
H  2.4002  3.1497  -6.3789  0.087
H  6.8053  -2.7471  -3.2854  0.071
H  1.6036  -6.2095  8.0487  0.079
H  1.3922  -4.5383  7.3679  0.082
H  -6.8834  2.2173  -0.0343  0.076
H  -8.2715  -4.2842  -4.4089  0.122
H  -5.4894  -0.5219  4.0657  0.111
H  0.4019  -1.8366  2.7636  0.083
H  7.6667  3.5549  3.2002  0.086
H  1.1894  3.7050  3.7242  0.101
H  -0.5438  4.2904  3.9673  0.100
H  -8.1666  4.1656  -2.0993  0.121
H  7.6823  -4.2074  4.5072  0.068
H  3.6001  -4.4532  6.5603  0.108
H  7.1762  0.7360  3.9277  0.065
H  -1.2297  -6.1641  2.1960  0.065
H  -2.7533  0.7734  -0.7797  0.075
H  -1.2223  -1.5194  -8.3560  0.066
H  -8.5603  1.8804  0.4618  0.089
H  0.5567  1.0645  -1.8476  0.075
H  -7.6075  -3.8119  -0.5539  0.076
H  5.6410  -0.9993  8.7143  0.073
H  5.9835  2.7037  -6.7672  0.071
H  5.7139  0.7337  8.3794  0.072
H  -4.4707  3.5075  -4.7440  0.074
H  -5.7175  3.7267  -1.0652  0.113
H  -4.8018  1.4291  6.3518  0.075
H  -3.2866  -3.9413  4.2682  0.085
H  -6.7702  -4.2441  -2.0053  0.082
H  0.2974  -1.1122  0.3603  0.132
H  3.1878  2.2676  -8.1016  0.110
H  -6.1304  2.2483  -7.6577  0.063
H  6.4811  -1.3919  -4.3570  0.068
H  -0.1305  6.5157  -4.4990  0.101
H  4.1484  1.1751  -7.2228  0.102
H  -5.0058  6.1452  -1.9909  0.075
H  4.2122  -5.9220  8.7605  0.080
H  -2.4265  0.4393  0.8641  0.082
H  -1.3937  5.0383  -6.0297  0.076
H  4.4837  4.1173  -0.9356  0.087
H  5.2269  -5.2170  1.0306  0.083
H  1.3347  0.3411  0.4431  0.129
H  0.5669  4.5997  5.8585  0.078
H  4.8244  2.4969  -1.1085  0.078
H  -10.0052  -4.2257  -4.2255  0.118
H  -8.6767  -6.0170  -1.1983  0.067
H  1.7260  -0.7959  2.8285  0.078
H  -2.2260  -2.5683  -6.0586  0.106
H  3.4026  -2.7029  -4.2659  0.077
H  -8.1696  5.6090  -1.0631  0.125
H  7.2063  2.4107  0.8319  0.128
H  1.7157  7.0645  -6.0191  0.067
H  -6.1437  4.9426  1.0629  0.071
H  -1.0024  -3.4295  -6.9199  0.107
H  -4.4500  2.6434  -7.9556  0.069
H  9.0772  -5.1282  4.8135  0.075
H  -1.2276  -0.3509  -7.0225  0.061
H  6.6506  2.9461  4.5600  0.078
H  3.9333  -6.1360  6.8057  0.111
H  -8.0841  1.9242  -1.1944  0.084
H  9.1814  -3.6310  3.9304  0.077
H  1.7543  5.7109  2.7144  0.062
H  3.2714  0.9170  8.9303  0.111
H  -6.4485  6.0931  -2.4904  0.070
H  -2.7914  -6.7655  1.9259  0.064
H  -3.9273  -4.6204  2.1955  0.105
H  -5.5734  3.7460  -7.0787  0.070
H  6.7629  -1.1772  -2.6242  0.063
H  -4.5386  1.0103  -5.8233  0.110

Forces on the atoms, in the same order (eV/Å):
O -0.367 -0.234 -0.193
O 1.177 0.686 0.799
O -0.687 0.396 0.317
O 0.162 0.727 -1.533
O -0.609 0.205 2.017
O -0.284 0.512 0.038
O 0.009 -0.926 1.408
O 0.887 -0.364 -0.589
O -0.374 -0.278 -0.515
O 0.814 0.835 0.420
O -0.538 0.397 0.455
O 0.648 0.283 0.670
O 0.793 -0.985 0.086
O 0.149 -0.498 -0.214
O 0.638 -0.281 0.908
N -0.705 0.150 -0.770
N 0.003 -0.863 -0.977
N 1.128 -0.989 -2.557
N 0.056 1.455 -3.366
N 0.168 0.023 -0.033
C -0.133 -0.799 1.584
C 1.325 -0.174 0.521
C 0.711 0.419 1.380
C 0.028 1.665 -0.404
C 0.574 -0.302 1.408
C -2.336 -0.286 0.767
C -0.025 0.635 0.108
C -0.294 -1.199 0.080
C -0.649 -0.108 -0.137
C 0.534 -0.251 1.283
C -0.273 -0.521 0.843
C -1.682 0.407 -0.283
C -1.081 0.215 0.574
C 0.965 -0.670 -0.067
C 1.290 -0.216 -0.434
C 0.784 0.615 -0.475
C 0.238 -0.200 0.298
C 1.855 -0.830 -0.036
C -0.054 -0.460 2.239
C -0.657 -0.192 0.421
C 1.091 0.421 0.606
C 0.352 -1.876 1.603
C 0.923 0.791 0.257
C -0.363 2.248 0.143
C -0.344 -0.358 0.129
C -0.916 -0.147 0.599
C 0.236 1.112 -0.078
C -0.578 -0.959 -1.122
C -1.259 -0.788 -0.708
C -0.360 1.103 0.128
C 1.000 -0.061 -0.267
C 0.915 -0.899 0.909
C 1.019 -0.847 -1.641
C -0.354 -0.672 -1.166
C -2.083 0.210 1.391
C 1.028 0.198 -2.071
C 0.348 1.507 -2.017
C -1.294 0.620 -0.366
C 0.548 0.014 1.125
C 0.584 0.391 -0.787
H -0.152 0.016 -0.192
H -0.297 0.728 -0.329
H -0.376 0.405 0.300
H -0.404 -0.130 0.022
H 0.214 0.325 0.656
H 0.053 0.458 0.014
H -0.013 0.374 -0.471
H 0.539 0.621 -0.617
H 0.158 -0.120 -0.200
H -0.054 0.230 -0.629
H -0.039 -0.149 0.101
H 0.254 0.393 0.582
H -0.130 0.215 1.691
H -0.804 -0.160 -0.031
H 0.359 0.043 -0.009
H -0.260 -0.445 0.282
H 0.093 -0.260 -0.410
H 0.562 -0.287 0.212
H 0.392 0.688 0.062
H 0.669 0.328 0.132
H 0.229 -0.137 0.502
H -0.506 0.071 0.157
H -0.014 -0.127 -0.022
H -0.126 0.229 0.022
H -0.395 0.123 0.365
H -0.312 -0.864 0.549
H -0.875 -0.223 -0.071
H -0.156 -0.200 0.155
H 0.344 -0.219 0.105
H 0.231 -0.061 -0.334
H -0.407 -0.239 -0.059
H -0.605 -0.109 -0.384
H -0.161 -0.149 -0.178
H -0.303 -0.753 -0.393
H 0.028 0.064 0.178
H -0.393 -0.342 0.124
H 0.140 0.274 0.229
H -0.225 0.097 0.134
H -0.527 -0.844 -0.001
H 0.152 -0.632 0.198
H -0.595 -0.395 0.057
H 0.120 -0.127 -0.007
H -0.068 -0.009 -0.151
H 0.288 -0.006 -0.044
H -0.358 0.559 -0.112
H -0.369 0.470 0.036
H 0.127 -0.016 -0.137
H -0.770 -0.394 -0.028
H 0.153 0.381 0.464
H -0.196 -0.224 0.248
H 0.121 0.552 0.455
H 0.369 -0.001 -0.057
H 0.062 0.408 -0.147
H -0.893 -0.011 -0.485
H 0.617 -0.916 0.091
H -0.596 -0.414 -0.553
H 0.064 -0.457 0.442
H 0.532 0.229 -0.578
H -0.407 -0.084 -0.375
H 0.006 0.183 0.044
H 0.371 -0.259 0.193
H 0.134 0.562 0.413
H 0.253 0.459 -0.260
H -0.148 0.156 -0.053
H 0.174 0.112 0.160
H 0.422 -0.142 0.104
H -0.545 -0.248 0.052
H -0.098 -0.140 -0.348
H -0.115 0.066 -0.128
H -0.089 -0.005 -0.296
H 0.214 0.221 0.152
H -0.420 -0.465 -0.645
H -0.574 0.428 -0.034
H -0.014 -0.001 0.182
H 0.112 0.060 -0.256
H 0.025 -0.143 -0.400
H 0.401 0.380 -0.574
H -0.011 -0.333 -0.086
H 0.298 -0.045 -0.013
H -0.005 -0.296 0.179
H -0.195 -0.286 0.532
H 0.502 -0.520 0.678
H 0.064 0.214 0.451
H 0.100 -0.274 0.169
H -0.080 0.281 0.331
H 0.148 0.543 0.871
H -0.017 0.032 -0.243
H 0.233 -0.064 -0.527
H 0.154 0.092 0.244
H 0.224 -0.510 -0.300
H -0.306 -0.111 0.085
H 0.100 0.360 0.029
H 0.482 0.499 -0.770
H -0.362 0.520 -0.396
H -0.202 -0.196 -0.059
H -0.183 0.037 0.094
H -0.056 0.620 -0.550
H -0.098 -0.379 -0.319
H 0.441 -0.901 0.240
H 0.203 -0.032 0.020
H 0.097 0.198 0.161
H 0.236 -0.459 -0.495
H -0.412 -0.054 0.125
H 0.294 -0.255 -0.013
H -0.395 -0.295 -0.442
H -0.407 0.559 -0.579
H 0.180 -0.007 -0.358
H -0.096 0.832 -0.276
H -0.281 -0.148 -0.214
H -0.486 -0.159 -0.383
H -0.278 0.003 -0.067
H -0.187 0.030 -0.092
H 0.436 0.104 0.264
H -0.101 0.370 -0.007
H 0.099 0.018 -0.859